1.
A molecular structure, H10NaO5. Source: OMol25; level of theory: wB97M-V/def2-TZVPD.

Geometry as XYZ:
```
16
Properties=species:S:1:pos:R:3:forces:R:3
Na 0.126293 0.118481 0.126923 -0.4 0.1 -0.1
O -2.364685 0.011083 1.014248 0.3 -0.2 0.0
H -2.460283 -0.517551 1.817361 -0.1 0.1 -0.1
H -3.231957 -0.020289 0.591466 0.1 0.0 0.0
O 0.637769 -1.581145 -1.712430 0.0 0.4 -0.1
H 1.005754 -1.212154 -2.526774 0.0 -0.2 0.1
H 0.366089 -2.478962 -1.941949 0.0 0.1 0.2
O 0.368347 -2.678809 1.204589 0.1 0.5 0.0
H 1.156423 -3.232658 1.124343 -0.1 0.1 0.0
H 0.521067 -2.146561 1.995953 0.0 -0.4 0.1
O -0.103685 2.093727 -1.606940 0.0 -0.5 -0.1
H -0.566217 1.630366 -2.318420 0.0 0.2 0.0
H 0.129372 2.951746 -1.982874 0.0 -0.1 0.1
O 1.211103 2.109602 1.566426 0.1 -0.5 -0.4
H 1.138466 3.068397 1.473366 -0.1 -0.2 0.0
H 2.066143 1.884727 1.174712 0.0 0.3 0.3
```
Forces are in eV/Å.

As for the total charge: +1. The value obtained for the energy above the lowest of the compared OMol25 structures with the same formula, charge and spin is 16.1 kcal per mole. As for the frontier orbital gap: 11.96 eV. The molecular weight is 113.06 g mol⁻¹. The total energy is -544.3464 Ha. As for the HOMO energy: -15.4 eV.

***

2.
A molecular structure, H10NaO5. Source: OMol25; level of theory: wB97M-V/def2-TZVPD.

Geometry as XYZ:
```
16
Properties=species:S:1:pos:R:3:forces:R:3
Na -1.163030 14.214310 16.090830 -0.2 0.1 0.3
O 0.233880 16.451510 17.139570 -0.2 -0.3 -0.3
H 0.468690 17.367740 16.992560 0.0 0.4 0.0
H 1.067920 15.982620 17.111970 0.1 0.1 0.3
O -2.613270 15.918020 17.377170 0.2 -0.5 -0.4
H -3.212450 16.611620 17.101270 -0.3 0.1 -0.1
H -1.854570 16.382700 17.730260 0.3 0.2 0.3
O 0.010930 14.349070 13.962200 -0.2 -0.1 0.5
H -0.169200 14.304000 13.023190 -0.1 -0.1 -0.3
H 0.492080 15.168800 14.075190 0.3 0.3 -0.1
O -2.895280 12.389230 17.019030 0.6 0.6 -0.3
H -2.345310 11.619770 17.166340 0.1 -0.4 0.2
H -3.468720 12.139200 16.294540 -0.4 -0.1 -0.2
O 1.354040 13.686940 16.778340 -0.7 0.3 0.0
H 1.975060 14.409420 16.685720 0.4 -0.1 0.0
H 1.795800 12.937960 16.378200 0.2 -0.3 -0.1
```
Forces are in eV/Å.

As for the total charge: +1. The value obtained for the energy above the lowest of the compared OMol25 structures with the same formula, charge and spin is 15.5 kcal per mole. As for the frontier orbital gap: 11.76 eV. The molecular weight is 113.06 g mol⁻¹. The total energy is -544.3474 Ha. As for the HOMO energy: -15.3 eV.

***

3.
A molecular structure, H10O17S3Zn. Source: OMol25; level of theory: wB97M-V/def2-TZVPD.

Geometry as XYZ:
```
31
Properties=species:S:1:pos:R:3:forces:R:3
Zn 0.461761 -0.098942 -0.120963 -1.5 -1.2 0.6
S 1.814305 -1.686025 2.607861 1.1 -0.2 -0.4
O 1.421919 -0.667582 1.557349 -0.1 0.2 0.2
O 2.474954 -2.824327 1.893294 -0.1 0.2 0.1
O 2.800754 -1.000170 3.498193 -0.1 -0.1 0.0
O 0.660352 -2.160246 3.364177 -0.2 0.2 0.2
S -0.595194 -0.443186 -3.349214 0.1 -0.2 -0.8
O -0.135530 0.274652 -2.083454 0.0 0.8 0.2
O -1.804073 -1.222915 -3.137710 0.1 0.0 0.2
O -0.819214 0.607610 -4.374097 0.5 -0.2 0.1
O 0.549920 -1.350605 -3.700804 -0.1 0.2 -0.2
S -2.849915 -0.523713 0.995819 -0.8 0.5 0.8
O -3.571442 -1.311099 -0.016373 0.1 -0.1 0.0
O -1.404196 -0.345675 0.588090 0.2 0.0 0.1
O -3.453177 0.840685 1.133838 0.1 -0.2 -0.3
O -2.868105 -1.194967 2.318204 -0.1 -0.1 -0.3
O 0.228906 1.947436 0.614135 0.5 0.7 0.0
H -0.304969 2.259159 1.358112 -0.3 -0.5 0.2
H 0.495296 2.703935 0.082221 -0.1 -0.1 -0.3
O -1.110886 1.282722 3.051344 0.6 0.5 0.2
H -0.660386 1.091915 3.879140 0.1 -0.2 0.0
H -0.795522 0.558394 2.476387 -0.6 -0.3 -0.2
O -0.041482 2.962188 -2.117872 0.1 0.3 0.3
H -0.130239 1.966519 -2.067886 0.0 -0.1 -0.5
H -0.883390 3.253028 -1.756206 -0.1 -0.1 0.0
O 2.313087 0.604888 -0.883719 0.5 0.7 -0.5
H 3.238282 0.624379 -0.636969 -0.1 -0.3 0.3
H 2.245882 0.823480 -1.820787 -0.3 -0.3 -0.1
O 0.970431 -1.978987 -1.000379 0.4 -0.6 0.1
H 0.714185 -2.227692 -1.901818 -0.2 0.4 -0.3
H 1.037685 -2.764861 -0.449913 0.0 0.2 0.4
```
Forces are in eV/Å.

As for the total charge: -4. The value obtained for the energy above the lowest of the compared OMol25 structures with the same formula, charge and spin is 5.8 kcal per mole. As for the frontier orbital gap: 4.01 eV. The molecular weight is 443.65 g mol⁻¹. The total energy is -4258.8511 Ha. As for the HOMO energy: 4.4 eV.